Entry 1:
{"formula": "C17H34OP2Zr", "method": "ωB97M-V/def2-TZVPD", "e_above_lowest_kj_mol": 0.0, "charge": 2, "homo_ev": -13.034, "symbols": ["C", "C", "P", "H", "H", "H", "H", "C", "H", "H", "H", "C", "H", "H", "C", "C", "O", "H", "H", "C", "H", "H", "H", "H", "C", "H", "C", "H", "H", "H", "P", "H", "C", "C", "C", "C", "H", "H", "H", "Zr", "H", "H", "H", "C", "H", "H", "C", "C", "H", "C", "H", "H", "H", "H", "H"], "coordinates": [[0.45375, 2.01145, 0.95416], [-0.49736, 0.27315, 4.24569], [-0.52352, -1.71653, -1.85297], [0.98194, 0.14751, -0.72240], [2.59798, 2.60143, -2.26374], [-2.66319, -2.76232, -2.36187], [-1.59431, -3.82862, -1.39504], [-1.53597, 0.73510, 0.06786], [-1.56705, 0.99461, 6.04455], [1.75812, -2.41673, 4.78305], [1.92334, -1.79113, -2.21001], [2.12311, -1.77031, 3.95407], [0.16907, 1.27330, -4.26279], [-1.54810, 2.40446, 1.53252], [-0.57828, -0.56283, -3.30938], [-1.79922, -0.66058, 0.66191], [-1.21621, -0.85497, 4.17951], [1.44709, 0.26186, -3.53713], [2.72290, -2.41809, 3.28492], [1.37246, 0.81363, 1.28640], [1.27624, 0.47975, 2.39823], [-0.87749, 0.51484, -0.80445], [-1.27886, -3.62816, -3.13418], [-1.22968, -2.67243, 0.17682], [1.60874, 3.03627, -2.10733], [1.00266, -3.02536, -3.11428], [-1.63159, -3.11359, -2.23236], [1.31243, -3.26657, -1.37812], [-1.36580, 3.33113, -1.35349], [-1.61172, -0.21234, -3.46173], [0.36073, 1.73862, -1.96729], [-1.09129, 3.28306, -3.12286], [-0.91489, 1.32513, 5.21555], [-1.19965, 2.67370, -2.21589], [0.55152, -1.55740, 0.59018], [-0.83501, -1.67152, -0.04917], [-1.69440, -0.71131, 1.78263], [-1.43389, 2.19508, 4.77126], [1.20130, -2.43483, 0.39773], [0.27915, -1.21852, 2.95835], [2.32445, -0.60058, -0.06843], [-2.48908, 1.08080, -0.36245], [-0.00480, 1.71953, 5.69340], [1.30600, -0.29303, 0.24897], [2.39779, 1.20032, 1.20920], [-2.84570, -0.94916, 0.48280], [0.42007, 0.63955, -3.39468], [-0.88464, 1.81732, 0.87443], [0.90324, 2.97224, 1.19019], [1.09451, -2.51153, -2.14485], [2.75213, -0.96933, 4.37868], [-2.07651, 2.01449, -2.30626], [1.39019, 3.74351, -2.91193], [-0.36452, -1.24331, -4.15813], [1.62183, 3.57927, -1.15986]], "atomic_forces_ev_per_a": [[-0.3, -1.2, 1.7], [-3.0, -1.1, 1.3], [0.1, -2.0, -1.5], [-0.1, -0.1, 0.9], [0.0, 0.1, 0.0], [0.2, -0.2, 0.0], [0.0, 0.3, -0.4], [-0.5, -0.7, 0.4], [0.2, -0.4, -0.7], [0.3, 0.2, -0.1], [-0.3, -0.2, 0.1], [-0.3, -0.1, 0.1], [0.1, -0.7, -0.1], [0.1, 0.8, -1.4], [-0.3, 0.9, -0.1], [-0.1, -0.4, -1.0], [0.2, 2.8, 1.5], [-0.3, 0.2, 0.1], [-0.1, 0.3, 0.2], [0.9, 0.9, -1.9], [0.4, 1.2, -1.2], [-0.5, 0.7, 0.8], [-0.3, 0.2, 0.1], [0.2, 0.1, -0.4], [0.2, 0.2, -0.7], [0.0, 0.2, 0.3], [-0.1, 0.1, -0.5], [-0.1, 0.2, -0.4], [0.1, -0.1, -0.2], [0.3, -0.1, 0.2], [-0.2, 0.9, 0.7], [-0.3, 0.0, 0.2], [0.2, 0.1, 0.6], [0.1, 0.0, -0.4], [-0.3, -0.7, 2.0], [0.5, 0.4, 2.3], [-0.2, 0.0, -1.0], [0.4, -0.4, -0.3], [-0.6, 0.4, 0.2], [3.0, -1.4, -3.0], [-0.2, 0.2, 0.7], [0.3, 0.2, 0.5], [-0.1, 0.1, -0.4], [1.3, -1.4, -1.0], [-0.1, -0.2, 0.7], [0.3, 0.0, 0.1], [0.0, -0.2, -1.0], [-0.5, 0.1, 1.0], [-0.5, 0.0, 0.7], [0.2, 0.0, 0.1], [-0.2, -0.4, -0.1], [0.4, 0.2, -0.1], [0.2, 0.0, 0.0], [-0.1, 0.1, 0.5], [0.0, 0.0, -0.1]]}



Entry 2:
{"formula": "C26H16AsF15N2O2ReS4", "method": "ωB97M-V/def2-TZVPD", "e_above_lowest_kj_mol": 0.0, "charge": 1, "homo_ev": [-11.265, -11.268], "symbols": ["C", "C", "C", "N", "H", "H", "As", "O", "N", "C", "S", "F", "C", "F", "H", "H", "F", "C", "C", "H", "C", "S", "C", "S", "H", "F", "C", "H", "C", "Re", "C", "C", "C", "C", "F", "F", "C", "H", "H", "F", "F", "H", "H", "O", "C", "C", "S", "F", "H", "C", "C", "C", "H", "C", "H", "F", "F", "C", "C", "F", "C", "F", "F", "H", "C", "H", "F"], "coordinates": [[0.01909, -0.39800, 2.90283], [0.74689, -0.10163, 4.25400], [4.15318, 4.02209, -0.32444], [2.20834, 0.26096, 0.13152], [-2.95052, 0.32655, 0.47014], [-4.76935, -1.52088, -4.37278], [2.15956, -4.44761, 0.19566], [0.90952, -1.26589, 2.23317], [-0.51562, -0.48864, 0.04096], [-2.63987, -1.62921, -2.79201], [2.60965, -6.17437, -0.98299], [-2.22912, -0.32146, 3.64585], [-0.66142, 4.61379, 2.66031], [1.52320, -2.12860, -4.01074], [-5.70200, -0.40738, -3.36548], [-0.22527, 2.22066, 3.75191], [0.62985, -0.25361, -3.40743], [0.37670, -1.55317, -3.66846], [-0.54298, 0.77838, 0.71696], [-1.01405, 4.05230, -0.00355], [-0.29655, 0.86335, 2.09203], [3.22652, -2.58324, 0.10141], [-1.51210, -1.50873, -1.97929], [3.16191, -6.13000, 1.11602], [1.73968, 0.36362, -1.87494], [-0.08294, 0.44713, 5.14047], [2.85768, 0.81047, 1.16838], [0.26003, 4.79671, 3.21576], [-2.86302, -0.22435, -0.45758], [1.05469, -1.57586, 0.36818], [-3.87165, -1.09261, -2.45787], [-0.37052, 2.11798, 2.68539], [2.89409, 2.06483, -1.25497], [-0.61878, 3.27916, 1.95940], [1.25899, -1.19984, 4.78074], [4.74610, 4.14847, -1.51264], [-0.80278, 1.92390, -0.01791], [4.02086, 2.43792, 1.90979], [-2.56668, -2.17662, -3.72009], [0.63003, -4.43048, -2.66517], [1.76659, 0.75220, 4.05971], [-0.99307, 1.83288, -1.08158], [2.90483, 2.52479, -2.23360], [0.81031, -2.19216, -1.44735], [-1.29902, -1.17248, 3.22140], [-0.82408, 3.16595, 0.59052], [0.28069, -3.78855, 0.99324], [-1.76072, -1.77693, 2.12308], [-1.48419, 4.64583, 3.37660], [-5.06924, -1.29427, -3.35075], [-1.62647, -0.76125, -0.81111], [-0.22333, -2.20940, -2.39082], [-4.92320, 0.01700, -0.94412], [-0.50628, -3.73208, -2.66317], [-5.68022, -2.12543, -2.99320], [5.06128, 4.25170, 0.62412], [-1.11572, -2.10748, 4.14689], [2.24569, 0.86569, -1.06783], [3.51647, 2.01677, 1.05179], [-1.29269, -4.22493, -1.71171], [-3.97197, -0.39865, -1.25617], [-0.44145, -1.58280, -4.71060], [-1.09676, -3.94136, -3.84321], [-0.79746, 5.42970, 1.95263], [3.51763, 2.65651, -0.17132], [2.83956, 0.26331, 2.09603], [3.21145, 4.96939, -0.23204]], "atomic_forces_ev_per_a": [[0.3, 0.0, -0.1], [-0.1, 0.1, -0.1], [0.0, -0.1, 0.0], [-0.1, 0.2, 0.1], [0.0, 0.0, -0.1], [0.0, 0.0, 0.0], [0.2, 0.2, 0.5], [0.0, 0.1, 0.1], [0.3, -0.2, 0.0], [0.1, -0.2, -0.1], [0.0, -0.2, -0.1], [-0.2, 0.0, 0.1], [0.0, -0.1, -0.1], [0.1, 0.0, 0.0], [0.0, 0.0, 0.0], [0.0, 0.0, 0.0], [0.0, 0.1, 0.0], [-0.1, 0.0, 0.1], [0.0, -0.4, -0.3], [0.0, 0.0, 0.0], [0.0, 0.0, 0.1], [0.0, -0.1, 0.1], [-0.1, -0.1, -0.1], [0.0, -0.1, -0.1], [0.0, 0.0, 0.0], [-0.1, 0.0, 0.1], [0.0, 0.0, -0.2], [0.0, 0.0, 0.0], [-0.2, 0.0, 0.1], [-0.5, 0.1, -0.4], [-0.2, 0.0, -0.1], [0.0, -0.1, 0.2], [0.0, 0.1, -0.1], [0.0, 0.2, 0.0], [0.0, -0.2, 0.0], [0.0, 0.0, -0.1], [0.0, 0.2, -0.1], [0.0, 0.0, 0.0], [0.0, 0.0, 0.0], [0.2, -0.1, 0.0], [0.1, 0.1, -0.1], [0.0, 0.0, 0.0], [0.0, 0.0, 0.0], [-0.3, 0.3, -0.2], [0.2, 0.1, 0.1], [0.0, 0.0, 0.0], [-0.1, 0.0, -0.1], [-0.1, -0.1, -0.1], [0.0, 0.0, 0.0], [0.1, 0.0, 0.1], [0.3, 0.2, 0.4], [0.1, 0.0, 0.1], [0.0, 0.0, 0.0], [-0.1, 0.3, -0.2], [0.0, 0.0, 0.0], [0.0, 0.0, 0.1], [0.0, 0.0, 0.0], [0.0, -0.1, 0.2], [0.1, 0.0, 0.2], [-0.1, -0.1, 0.1], [0.0, 0.0, 0.0], [-0.1, 0.0, -0.1], [0.0, 0.0, 0.0], [0.0, 0.0, 0.0], [0.1, 0.2, 0.0], [0.0, 0.0, 0.1], [-0.1, 0.1, 0.0]]}